(1)
{"formula": "C11H32F3N3O7S", "method": "wB97M-V/def2-TZVPD", "charge": 0, "mol_weight_g_mol": 407.45, "homo_energy_ev": -8.91, "total_energy_ev": -49716.209, "species": ["C", "O", "O", "H", "O", "C", "H", "F", "H", "C", "H", "H", "H", "C", "H", "N", "H", "H", "H", "F", "H", "H", "H", "H", "H", "H", "C", "N", "C", "C", "H", "S", "H", "H", "C", "H", "H", "H", "O", "C", "H", "H", "H", "O", "F", "C", "H", "H", "C", "H", "O", "H", "O", "H", "H", "N", "H"], "xyz": [[-15.9888, 3.4605, -7.7346], [-16.2047, -0.6210, -0.6712], [-16.3863, 3.6529, -6.4026], [-13.7419, 1.7779, -3.6332], [-13.1855, 1.0965, -5.3005], [-9.9293, 2.7279, -1.6037], [-14.2131, 1.9582, -2.0360], [-17.8766, 1.3475, 0.5734], [-14.8178, 0.7460, -6.5356], [-16.4200, 6.0510, -4.6546], [-14.0074, 5.4918, -3.6550], [-15.6608, 6.8257, -4.7621], [-17.0466, 6.0201, -5.5489], [-14.1285, 0.2021, -5.8772], [-15.1469, 2.7651, -7.8252], [-14.7044, 4.8171, -3.3545], [-17.1061, 6.3291, -3.8509], [-15.7417, 4.4198, -8.2097], [-16.8142, 3.0522, -8.3188], [-16.3174, 2.2025, 1.8147], [-15.1030, 5.1521, -2.4851], [-14.7535, 3.0752, -5.2664], [-15.8712, 0.2125, -3.0786], [-15.2356, -2.1998, -5.9974], [-9.1075, 2.1395, -1.1803], [-9.5442, 3.6164, -2.1086], [-15.8044, -1.5722, -5.3026], [-15.6537, 0.5545, -4.0157], [-15.7962, 4.6901, -4.3409], [-10.8446, 3.0633, -0.4703], [-13.5789, -0.5679, -6.4329], [-15.4752, 0.3412, 0.1250], [-16.7144, -1.1670, -5.7368], [-14.1609, -0.9080, -4.0570], [-14.8896, -0.4773, -4.7438], [-14.6112, 4.6513, -6.1152], [-10.2933, 3.5801, 0.3163], [-12.9310, 2.3858, -6.8744], [-11.9058, 3.9076, -0.9470], [-12.3406, 1.7431, -6.2030], [-16.5547, 0.7233, -4.4496], [-13.6727, 3.2741, -2.8230], [-11.6764, 2.4152, -5.6586], [-14.9895, 1.4863, -0.6422], [-17.0532, 0.2013, 2.2154], [-15.2951, 3.9791, -5.5731], [-16.5370, 4.0848, -3.8140], [-11.2930, 2.1498, -0.0654], [-16.7512, 1.0703, 1.2512], [-16.0818, -2.2617, -4.5022], [-10.6014, 1.8897, -2.5639], [-12.5332, 2.1233, -2.4816], [-14.5032, -0.2089, 1.0389], [-11.7298, 1.0762, -6.8200], [-12.2514, 4.4239, -0.2144], [-13.5147, 2.2449, -2.7424], [-9.9738, 1.6033, -3.2317]]}

(2)
{"formula": "C11H32F6N2O9S2", "method": "wB97M-V/def2-TZVPD", "charge": 0, "mol_weight_g_mol": 514.50, "homo_energy_ev": -9.64, "total_energy_ev": -71306.287, "species": ["N", "H", "C", "H", "C", "H", "O", "H", "O", "H", "S", "H", "C", "H", "H", "F", "O", "H", "H", "C", "H", "H", "F", "H", "F", "O", "H", "H", "H", "H", "H", "H", "C", "H", "N", "H", "C", "H", "O", "F", "C", "O", "O", "C", "H", "O", "C", "S", "H", "H", "H", "C", "O", "H", "F", "H", "F", "H", "C", "H", "H", "H"], "xyz": [[10.8388, -22.2140, -10.8365], [11.5749, -26.6177, -11.3614], [13.8845, -24.9982, -9.4301], [10.8158, -21.3193, -11.3045], [10.1783, -21.0029, -14.9856], [12.2070, -24.4676, -13.1545], [11.7479, -22.5909, -8.2317], [14.5814, -27.0553, -8.0582], [9.9856, -17.2421, -11.3580], [9.6126, -24.7733, -12.8776], [12.1344, -18.9310, -12.0351], [9.1014, -22.5734, -16.1168], [10.5689, -25.2869, -12.7787], [9.4965, -19.6111, -16.6478], [9.9788, -20.8080, -13.0429], [13.5236, -20.8989, -10.9453], [9.6601, -21.3573, -13.7628], [11.0635, -22.0466, -9.8661], [13.9227, -27.7273, -10.2147], [10.1024, -22.2646, -15.8154], [10.7025, -22.1781, -16.7212], [10.2796, -25.6253, -10.7113], [10.4126, -18.7142, -8.7772], [7.8828, -22.4195, -12.0178], [14.7384, -19.6576, -12.3029], [12.0375, -18.2444, -13.3662], [8.2590, -20.2456, -15.6779], [13.4136, -24.5228, -10.2905], [11.3738, -22.9562, -11.2644], [9.8816, -27.0557, -11.6553], [11.6054, -23.1893, -7.4983], [16.0998, -26.3201, -8.2399], [9.2987, -19.9233, -15.6224], [12.1761, -21.8295, -7.8405], [10.9120, -19.8534, -11.7277], [9.9160, -26.3202, -14.5367], [10.8708, -25.9725, -14.1421], [11.2334, -25.2859, -14.9071], [8.5063, -19.0723, -12.1450], [9.0190, -20.4305, -9.3726], [13.5287, -20.2597, -12.1120], [11.5116, -24.2975, -12.5150], [12.5562, -17.9774, -10.9515], [15.3701, -26.9085, -8.7961], [9.2826, -19.0946, -14.9144], [8.2941, -22.7537, -11.2207], [9.3060, -19.0948, -9.4812], [9.6552, -18.7037, -11.3221], [11.1974, -20.6376, -14.8589], [13.1620, -25.4932, -8.7810], [15.8804, -27.8092, -9.1374], [10.5806, -26.2236, -11.5713], [14.0258, -26.9492, -10.7673], [14.4165, -24.1903, -8.9277], [8.1654, -18.3759, -9.1544], [10.5864, -23.0663, -15.2576], [13.3283, -21.1769, -13.0900], [7.5605, -22.9978, -10.6564], [14.8510, -26.1121, -9.9821], [15.6334, -25.7115, -10.6266], [11.6318, -26.7462, -14.0408], [9.8636, -22.4545, -10.9424]]}

(3)
{"formula": "C11H32O11SV", "method": "wB97M-V/def2-TZVPD", "charge": -1, "mol_weight_g_mol": 423.38, "homo_energy_ev": -3.92, "total_energy_ev": -70972.223, "species": ["V", "O", "C", "H", "H", "H", "H", "H", "H", "H", "H", "H", "O", "O", "H", "H", "H", "C", "H", "O", "H", "C", "H", "C", "C", "H", "O", "C", "H", "H", "C", "O", "C", "H", "H", "O", "C", "O", "H", "O", "H", "H", "H", "H", "O", "S", "C", "H", "H", "H", "C", "H", "H", "H", "H", "O"], "xyz": [[0.4442, -0.1674, 1.2229], [0.1606, -1.3542, 2.2030], [2.5316, 0.2377, 4.1735], [-4.0420, -0.9929, -2.8186], [1.8722, 3.3143, -0.3847], [0.1946, -0.9367, -4.9955], [-1.4601, 1.4590, -2.4976], [-1.4121, 2.1660, -4.0637], [2.7618, 1.1013, 4.8012], [3.2142, -3.0924, -0.5852], [0.9353, -0.3801, 5.4968], [2.4226, -1.8248, -1.4843], [1.6352, 0.7158, 3.1365], [-1.0304, 1.2481, 1.5680], [1.9874, 2.0237, -1.6287], [1.2212, -1.6056, 4.3668], [-1.3838, -0.1182, -4.8427], [1.5178, 2.3296, -0.6902], [-2.7202, -0.1118, -0.7867], [-1.9292, 3.1882, 2.7229], [0.8405, 0.5301, -2.9041], [3.7294, -0.3176, 3.4498], [-5.4136, -0.8105, -0.1191], [1.7510, -0.8524, 4.9425], [0.2538, 0.9033, -3.7579], [4.2033, 0.3582, 2.7393], [-4.7874, -0.1138, -0.3411], [2.3736, -2.3899, -0.5523], [1.6194, 0.7373, -5.0673], [1.0607, 1.3727, 3.5561], [-0.4515, -0.3608, -4.3270], [1.0726, 1.4663, -4.7581], [-0.7692, 1.8900, -3.2206], [-4.0609, -2.3656, 0.7254], [4.4692, -0.6907, 4.1630], [2.4140, -1.5815, 0.6140], [-3.8238, -1.6167, -1.9460], [1.8725, 1.3029, 0.2623], [-4.6561, -2.3077, -1.7911], [-1.2697, 3.3586, 0.3873], [2.8300, 1.3305, 0.3101], [-0.2752, 2.7758, -2.8303], [2.4500, -1.3220, 5.6419], [0.4411, 2.4019, -0.8178], [-0.1742, -0.4679, -0.2788], [-1.8780, 2.5055, 1.4402], [-3.5807, -0.7731, -0.6926], [-2.8787, -1.1961, 1.3322], [-2.9370, -2.1881, -2.2378], [-2.4051, -2.3907, 0.1955], [-3.2316, -1.7083, 0.4346], [3.3490, -1.4120, 0.7591], [-0.7678, -1.0340, -3.5251], [1.5223, -3.0633, -0.6294], [3.3906, -1.2197, 2.9334], [-3.2036, 2.0498, 0.9956]]}

What did we get for frontier orbital gap? Answer: 9.049; 9.425; 5.645 eV, in the order shown.
What did we get for LUMO energy? Answer: 0.0051; -0.0079; 0.0634 Eh, in the order shown.
What did we get for relative energy (zero: lowest compared OMol25 entry of this formula, charge and spin)? Answer: 0.0; 47.5; 30.3 kcal/mol, in the order shown.